(1)
ORCA calculation (the ωB97M-V functional and the def2-TZVPD basis) on a 2-piece molecular cluster, C4H14N2O overall.

The geometry in XYZ format:
```
21
C4H14N2O, DFT the ωB97M-V functional and the def2-TZVPD basis
C -2.139 -1.368 -0.488
C -1.001 -0.360 -0.474
C -1.019 0.429 0.825
C 0.087 1.466 0.961
N -0.064 2.580 0.018
N 0.312 -1.012 -0.640
H -3.109 -0.857 -0.499
H -2.138 -2.039 0.372
H -2.120 -1.975 -1.399
H -1.139 0.321 -1.314
H -1.984 0.924 0.952
H -0.916 -0.257 1.678
H 1.050 0.965 0.822
H 0.115 1.845 1.987
H 0.046 3.479 0.467
H 0.661 2.570 -0.690
H 0.296 -1.904 -0.139
H 0.533 -1.162 -1.613
H 3.504 -1.957 0.519
H 2.357 -1.130 -0.122
O 3.270 -1.425 -0.250
```

As for the total energy: -9402.906 eV. For the relative energy (zero: lowest compared OMol25 entry of this formula, charge and spin), the calculation gives 16.2 kcal per mole. The max |F| comes out at 0.0166 Eh/bohr. The calculation puts the frontier orbital gap at 10.1647 eV. Its net charge is 0. The SMILES is C[C@H](N)CCN.O.

(2)
ORCA calculation (the ωB97M-V functional and the def2-TZVPD basis) on C42H47BiN7O6P2 as an isolated structure.

The geometry in XYZ format:
```
105
C42H47BiN7O6P2, DFT the ωB97M-V functional and the def2-TZVPD basis
Bi -0.384 -0.178 0.622
O -2.557 -3.114 2.161
C -1.759 -2.004 1.875
O -0.676 -2.344 1.106
C -1.167 -1.441 3.184
C -1.371 -1.773 4.511
C -0.575 -1.148 5.465
C 0.452 -0.300 5.078
C 0.608 -0.040 3.721
N -0.245 -0.556 2.867
C 1.835 0.623 3.058
O 2.584 1.299 3.746
O 1.951 0.292 1.852
H -2.426 -3.709 1.413
H -2.124 -2.497 4.776
H -0.733 -1.353 6.515
H 1.134 0.146 5.785
C 2.744 -0.359 -3.035
C 3.413 -1.233 -1.979
P 2.546 -1.049 -0.300
C 4.140 -0.954 0.618
C 4.703 0.308 0.768
C 5.943 0.465 1.358
C 6.637 -0.642 1.818
C 6.082 -1.902 1.678
C 4.848 -2.059 1.071
C 2.094 -2.779 0.105
C 1.782 -3.757 -0.830
C 1.383 -5.019 -0.425
C 1.279 -5.319 0.920
C 1.563 -4.344 1.864
C 1.958 -3.086 1.460
C 1.282 -0.740 -3.269
P 0.176 0.495 -2.347
C -1.395 -0.361 -2.759
C -1.586 -1.649 -2.263
C -2.770 -2.327 -2.496
C -3.784 -1.728 -3.226
C -3.618 -0.432 -3.686
C -2.439 0.249 -3.448
C 0.221 1.828 -3.616
C -0.138 1.668 -4.950
C -0.139 2.757 -5.805
C 0.223 4.012 -5.343
C 0.614 4.171 -4.023
C 0.617 3.083 -3.169
H 3.317 -0.422 -3.966
H 2.782 0.684 -2.701
H 4.449 -0.906 -1.842
H 3.435 -2.275 -2.304
H 4.154 1.174 0.431
H 6.367 1.454 1.460
H 7.604 -0.522 2.290
H 6.614 -2.774 2.038
H 4.437 -3.052 0.956
H 1.850 -3.549 -1.888
H 1.148 -5.769 -1.169
H 0.962 -6.305 1.232
H 1.458 -4.566 2.917
H 2.173 -2.320 2.192
H 1.085 -1.724 -2.841
H 1.047 -0.790 -4.335
H -0.817 -2.116 -1.661
H -2.902 -3.325 -2.100
H -4.709 -2.258 -3.410
H -4.419 0.055 -4.227
H -2.334 1.271 -3.779
H -0.450 0.700 -5.321
H -0.426 2.628 -6.840
H 0.192 4.864 -6.009
H 0.905 5.147 -3.659
H 0.898 3.181 -2.131
N 1.729 2.293 -0.244
C 1.563 3.222 0.860
C 0.218 3.168 1.590
O -0.153 4.213 2.128
O -0.467 2.088 1.658
H 1.799 1.355 0.143
H 2.623 2.485 -0.689
H 1.662 4.248 0.485
H 2.310 3.076 1.660
C -3.978 0.729 0.472
C -3.742 -0.542 1.288
C -4.641 -1.641 0.686
C -4.147 -0.316 2.757
N -2.351 -0.907 1.159
H -5.035 0.995 0.488
H -3.665 0.576 -0.558
H -3.405 1.545 0.891
H -5.669 -1.286 0.630
H -4.611 -2.535 1.299
H -4.289 -1.878 -0.315
H -5.189 -0.008 2.825
H -3.520 0.451 3.206
H -4.011 -1.241 3.312
N -3.141 5.497 1.053
C -2.633 4.235 0.903
N -2.727 3.383 1.936
N -2.244 3.913 -0.297
C -1.783 2.812 -0.746
N -1.393 1.902 -1.352
H -3.025 5.919 1.960
H -2.972 6.104 0.267
H -2.892 3.797 2.841
H -1.967 2.661 1.943
```

As for the total energy: -91453.091 eV. For the relative energy (zero: lowest compared OMol25 entry of this formula, charge and spin), the calculation gives 18.1 kcal per mole. The max |F| comes out at 0.0413 Eh/bohr. The calculation puts the frontier orbital gap at 7.6274 eV. Its net charge is -1.

(3)
ORCA calculation (the ωB97M-V functional and the def2-TZVPD basis) on CHNO4S as an isolated structure.

The geometry in XYZ format:
```
8
CHNO4S, DFT the ωB97M-V functional and the def2-TZVPD basis
C 0.646 0.408 -0.462
N -0.027 0.712 1.287
O 0.292 -0.041 2.141
O -0.577 1.733 1.278
O -0.220 -1.303 -2.434
O -1.604 -0.855 -0.545
S -0.297 -0.789 -1.096
H 1.788 0.135 -0.168
```

As for the total energy: -21560.917 eV. For the relative energy (zero: lowest compared OMol25 entry of this formula, charge and spin), the calculation gives 131.9 kcal per mole. The max |F| comes out at 0.0870 Eh/bohr. The calculation puts the frontier orbital gap (spin up / spin down) at 9.0567 / 9.0560 eV. Its net charge is 0.

(4)
ORCA calculation (the ωB97M-V functional and the def2-TZVPD basis) on a 13-piece molecular cluster, C23H72N4O13 overall.

The geometry in XYZ format:
```
112
C23H72N4O13, DFT the ωB97M-V functional and the def2-TZVPD basis
C 4.367 -0.031 -2.878
O 3.216 0.129 -1.995
H 4.364 -1.117 -3.239
H 5.247 0.218 -2.283
H 4.326 0.632 -3.745
H 3.129 0.994 -1.631
C -1.623 3.537 -1.456
O -2.176 2.976 -2.596
H -0.652 3.117 -1.176
H -2.320 3.533 -0.651
H -1.329 4.567 -1.558
H -2.549 3.601 -3.165
C 0.285 0.209 -0.301
O -0.832 0.597 -1.087
H 1.030 0.984 -0.202
H 0.825 -0.695 -0.699
H -0.077 -0.048 0.716
H -0.426 0.939 -1.924
C -3.623 -1.286 1.886
O -2.443 -1.100 1.127
H -3.716 -2.262 2.368
H -4.484 -1.093 1.210
H -3.692 -0.513 2.626
H -2.705 -0.528 0.392
C -0.080 1.487 3.741
O -0.404 0.104 4.007
H -0.323 1.968 4.644
H -0.525 1.765 2.810
H 1.020 1.578 3.643
H -0.136 -0.457 3.278
C -0.218 -3.268 -1.157
O 0.613 -4.242 -1.779
H -0.488 -2.298 -1.669
H 0.248 -2.938 -0.218
H -1.143 -3.715 -0.909
H 1.426 -3.767 -1.949
C -4.449 0.085 -1.357
O -5.786 -0.399 -1.201
N -4.238 1.273 -1.726
N -3.377 -0.593 -1.267
H -5.006 1.801 -2.051
H -3.323 1.701 -1.839
H -3.440 -1.628 -1.053
H -2.425 -0.205 -1.382
C 3.428 -3.704 -2.371
O 3.764 -3.423 -3.663
N 2.891 -2.863 -1.571
N 3.685 -4.851 -1.879
H 2.871 -1.881 -1.887
H 2.705 -2.961 -0.528
H 3.929 -5.545 -2.673
H 3.272 -5.212 -0.983
C 4.636 -2.208 0.999
C 3.263 -1.993 1.654
C 2.998 -0.490 1.861
O 2.295 -2.548 1.080
H 4.806 -1.506 0.149
H 4.769 -3.205 0.643
H 5.453 -2.136 1.717
H 3.287 -2.498 2.627
H 2.821 0.019 0.922
H 3.859 -0.014 2.356
H 2.115 -0.270 2.483
H 1.497 -2.223 1.520
C 1.380 -1.072 -4.105
C 0.693 0.350 -4.193
C -0.863 0.352 -4.322
O 0.965 1.166 -3.283
H 2.458 -0.938 -4.244
H 0.996 -1.774 -4.813
H 1.177 -1.504 -3.112
H 1.024 0.816 -5.093
H -1.181 -0.242 -5.188
H -1.257 1.398 -4.260
H -1.368 -0.160 -3.506
H 1.783 0.939 -2.927
C -2.865 2.045 1.446
C -4.169 2.816 1.536
C -5.175 1.802 2.032
O -4.202 3.763 2.298
H -2.603 1.465 2.343
H -1.976 2.717 1.396
H -2.921 1.375 0.567
H -4.448 3.077 0.470
H -6.144 2.283 2.129
H -4.861 1.392 2.951
H -5.267 0.938 1.355
H -4.226 3.450 3.216
C -1.389 -4.100 2.281
C -0.569 -2.959 2.882
C 0.624 -3.437 3.669
O -0.160 -2.073 2.046
H -0.686 -4.788 1.797
H -1.979 -3.708 1.457
H -1.996 -4.647 2.951
H -1.226 -2.495 3.565
H 0.396 -4.176 4.398
H 1.150 -2.734 4.263
H 1.409 -3.895 3.049
H -0.969 -1.833 1.508
C 1.144 3.525 0.940
C 1.228 4.954 0.346
C 2.119 5.787 1.237
O 1.524 5.108 -0.828
H 0.148 3.140 0.641
H 1.156 3.501 2.054
H 1.906 2.860 0.626
H 0.223 5.397 0.395
H 1.881 6.875 1.085
H 3.140 5.591 0.973
H 2.079 5.541 2.315
H 1.441 6.017 -1.150
```

As for the total energy: -57588.397 eV. For the relative energy (zero: lowest compared OMol25 entry of this formula, charge and spin), the calculation gives 5.2 kcal per mole. The max |F| comes out at 0.2406 Eh/bohr. The calculation puts the frontier orbital gap at 8.9968 eV. Its net charge is 0.

What is the formula in the first record?
C4H14N2O

The lowest max |F| belongs to which entry?
C4H14N2O

Which of these has the lowest relative energy (zero: lowest compared OMol25 entry of this formula, charge and spin)?
C23H72N4O13